## P
This record from the Open Molecules 2025 dataset describes one molecule with the formula C4H7N3O. The level of theory is ωB97M-V/def2-TZVPD.

Element x y z (Å)
C (-0.1313, 0.3454, 1.3472)
C (-2.2330, 0.2639, -0.1231)
N (-0.8166, 0.5119, 0.0472)
C (0.2675, -0.5329, 0.1900)
C (1.4334, 0.2368, -0.7274)
N (2.5968, -0.4182, -0.8438)
N (0.9095, 1.2936, -1.0740)
O (0.2326, -1.7671, 0.0505)
H (2.5456, -1.4043, -0.6187)
H (3.2644, -0.1299, -1.5410)
H (-0.6602, -0.2380, 2.0960)
H (0.3981, 1.2156, 1.7230)
H (-2.8014, 1.0813, 0.3259)
H (-2.5480, -0.6794, 0.3378)
H (-2.4575, 0.2212, -1.1894)

Calculated values
E_LUMO (spin up / spin down) = -1.581 / -1.579 eV
Spin multiplicity = 1
Kohn-Sham gap (spin up / spin down) = 6.81 / 6.81 eV

---

## Q
This record from the Open Molecules 2025 dataset describes one molecule with the formula C4H7N3O. The level of theory is ωB97M-V/def2-TZVPD.

Element x y z (Å)
C (-2.9691, 0.3485, 0.2883)
N (-2.0579, -0.1300, -0.4745)
N (-1.1138, -0.8255, 0.1612)
C (0.0835, -0.3137, -0.0791)
C (0.4952, 1.0623, -0.2985)
C (1.8349, 0.9479, 0.3171)
O (2.3294, -0.3544, -0.0919)
N (1.1169, -1.1682, -0.0784)
H (-2.8753, 0.4971, 1.3462)
H (-3.9127, 0.7533, -0.1898)
H (0.6517, 1.3356, -1.2820)
H (-0.1432, 1.9245, 0.0894)
H (1.7312, 0.9004, 1.3492)
H (2.4927, 1.7725, 0.0401)
H (1.1376, -1.7524, 0.7567)

Calculated values
SMILES = C=N/N=C1\CCON1
E_LUMO = 0.806 eV
Spin multiplicity = 1
Kohn-Sham gap = 9.09 eV

---

Q ends up most stable, edging out the next structure by 0.0234 hartree.